Record 1
The following is a DFT calculation (wB97M-V/def2-TZVPD) of C27H25N8O3S3SeV as an isolated structure in a non-equilibrium geometry.

Each line ends with the natural charge from an NBO analysis.
Cartesian coordinates (Å):
Se -1.1264 2.4663 -2.1230  1.0558
V -0.0032 0.4442 0.3133  1.6460
S -2.4390 4.1301 2.0375  0.5883
S -4.1086 -1.9127 1.3416  0.5885
S 2.2003 0.8838 1.6981  2.4096
O 1.8676 -0.2013 0.6937  -1.0061
O 3.5115 1.4058 1.5957  -0.8667
O 1.0551 1.8099 1.3885  -0.9938
N 0.8686 -3.0160 -1.9470  -0.4817
N 2.2654 -3.6080 0.7289  -0.4944
N -1.4345 2.1115 0.9048  -0.5724
N -2.0760 -0.5453 0.6735  -0.5585
N 0.5650 -2.5107 1.6086  -0.4412
N 0.2505 1.5483 -1.3768  -0.7920
N -0.0901 3.3859 -3.1756  -0.5372
N 0.0920 -1.1933 -1.0259  -0.5782
C -4.0707 -0.2967 1.8478  -0.4148
C 1.3700 1.9789 -1.9767  0.1527
C -1.2315 3.4071 1.0885  0.1133
C -2.5890 1.6888 1.5383  0.0805
C -0.2283 -1.1935 -2.3780  -0.0763
C 3.4985 3.1612 -3.4055  -0.1843
C 1.1865 -2.8181 0.4991  0.2775
C 1.3838 -1.2078 7.2950  -0.6457
C 0.4836 -0.5583 5.0261  -0.2147
C 1.5732 -0.6907 5.8923  0.0623
C -3.2595 2.6500 2.2055  -0.4058
C 0.6522 -0.0810 3.7424  -0.1790
C 2.8384 -0.3384 5.4306  -0.2125
C -2.9445 0.2837 1.3913  0.0990
C 2.6991 1.5002 -1.7754  -0.2126
C -2.1382 -2.9696 -0.1845  -0.6691
C 2.2606 3.6196 -3.6631  -0.1788
C 3.7043 2.0880 -2.4686  -0.1267
C 0.7665 -2.3191 -0.8049  0.3761
C 1.1568 3.0250 -2.9642  0.1071
C 2.3330 -3.8117 2.0849  -0.0536
C -2.6107 -1.7580 0.5596  0.1113
C 0.2438 -2.3176 -2.9581  -0.0524
C 3.0287 0.1398 4.1444  -0.1533
C -0.1329 4.2593 0.5260  -0.6748
C 1.9312 0.2605 3.3033  -0.3338
C 1.2715 -3.1312 2.6094  -0.0785
H -4.8751 0.1507 2.4128  0.2705
H 2.0569 -0.7081 7.9906  0.2399
H -0.7974 -0.4069 -2.8362  0.2367
H 2.9034 0.6899 -1.0933  0.2390
H 0.3423 4.8307 1.3233  0.2671
H -0.5471 4.9720 -0.1888  0.2551
H 0.1891 -2.6796 -3.9711  0.2589
H 1.2978 -3.9218 -2.0475  0.4424
H 0.3613 -1.0621 7.6387  0.2295
H -0.2227 0.0143 3.1076  0.2069
H 4.0143 0.4245 3.7940  0.2544
H 2.9452 -3.9335 0.0618  0.4329
H 1.6016 -2.2778 7.3433  0.2402
H 2.0640 4.4058 -4.3792  0.2546
H -1.8871 -2.7271 -1.2152  0.2407
H -4.1762 2.5683 2.7700  0.2699
H 4.3525 3.5880 -3.9151  0.2466
H 0.6337 3.6670 0.0431  0.2446
H -1.2798 -3.4119 0.3129  0.2573
H 0.9796 -3.0518 3.6451  0.2327
H 3.1102 -4.4040 2.5394  0.2468
H 4.7130 1.7249 -2.3170  0.2394
H -2.9366 -3.7089 -0.2055  0.2491
H -0.5073 -0.8251 5.3730  0.2282
H 3.6909 -0.4298 6.0937  0.2372

Results
**Total charge**: +2
**LUMO level (alpha / beta)**: -6.31 / -6.49 eV
**E_HOMO (alpha / beta)**: -13.9 / -13.9 eV
**Gap between HOMO and LUMO (alpha / beta)**: 7.62 / 7.45 eV
**<S²>**: 2.01
**2S+1**: 3


Record 2
The following is a DFT calculation (wB97M-V/def2-TZVPD) of a 2-piece molecular cluster, C3H8NO overall in a non-equilibrium geometry.

Each line ends with the natural charge from an NBO analysis.
Cartesian coordinates (Å):
O 0.8869 0.3593 1.4458  -0.9746
N -1.6712 0.6674 -1.6920  -0.3994
C 1.6822 -0.6554 1.8186  -0.1840
C -0.8244 -0.0097 -2.3441  -0.1050
C -1.4094 0.7148 -0.2418  -0.4613
H -2.0067 1.4858 0.2428  0.1740
H -1.6921 -0.1950 0.2946  0.2060
H 2.8123 -0.4043 2.0198  0.0306
H -0.8318 -0.1073 -3.4278  0.1480
H 1.4384 -1.1031 2.7952  0.0833
H 0.0382 -0.3767 -1.7842  0.1583
H 1.9509 -1.4431 1.0605  0.0654
H -0.3733 1.0672 -0.1873  0.2588

Results
**Total charge**: -1
**LUMO level**: 4.12 eV
**E_HOMO**: -2.1 eV
**ΔE to the lowest compared entry with this formula, charge and spin**: 1.869 eV
**Gap between HOMO and LUMO**: 6.18 eV


- What is the formula in the second record?
  C3H8NO